Entry 1:
The following is a quantum chemistry calculation of C21H14F4N4O3S5Ti as an isolated structure, from OMol25.

Its total charge is 0. The orbital gap (alpha / beta) is 4.1 / 4.1 eV. For the electronic energy, the calculation gives -4493.166372 a.u. For the HOMO energy (alpha / beta), the calculation gives -6.4 / -6.4 eV. For the energy above the lowest of the compared OMol25 structures with the same formula, charge and spin, the calculation gives 28.81 kJ/mol.

Each line ends with the natural charge from an NBO analysis.
Cartesian coordinates (Å):
1 Ti -0.2008 -1.9770 0.9412  1.0939
2 C 1.9348 -1.2494 3.1814  -0.2491
3 O 1.7370 -1.3206 1.7536  -0.5474
4 C 2.4637 -0.2633 1.1061  -0.0899
5 C 2.1300 -0.2544 -0.3683  -0.0945
6 O 0.7804 -0.7278 -0.5582  -0.5324
7 C 0.6048 -1.3166 -1.8602  -0.0933
8 C 1.2077 -2.7120 -1.8330  -0.0979
9 O 1.0238 -3.2318 -0.5097  -0.5560
10 C 1.1355 -4.6627 -0.4720  -0.2444
11 H 1.4888 -0.3291 3.5617  0.2044
12 H 1.4446 -2.1073 3.6276  0.2188
13 H 3.0038 -1.2696 3.3920  0.1977
14 H 2.2055 0.6827 1.5786  0.2262
15 H 3.5328 -0.4473 1.2368  0.2045
16 H 2.1958 0.7611 -0.7647  0.2538
17 H 2.8107 -0.9037 -0.9213  0.1875
18 H -0.4680 -1.3381 -2.0340  0.2307
19 H 1.0729 -0.6855 -2.6168  0.2300
20 H 0.7069 -3.3519 -2.5639  0.2133
21 H 2.2779 -2.7098 -2.0553  0.1992
22 H 0.2921 -5.1126 -0.9984  0.2007
23 H 2.0776 -4.9629 -0.9318  0.1957
24 H 1.1137 -4.9661 0.5701  0.2149
25 S -5.5828 -1.2747 3.8552  0.0977
26 C -4.3244 -1.8710 3.0364  -0.5880
27 S -4.2053 -1.8587 1.2954  0.5037
28 C -2.6819 -2.6942 1.1563  -0.3765
29 C -2.0695 -3.0291 2.3385  -0.4162
30 S -0.4617 -3.6573 2.5008  0.0271
31 S -2.9167 -2.5701 3.7948  0.4839
32 S -1.9404 -2.8209 -0.3961  0.0086
33 F 0.7149 1.8550 0.9048  -0.3455
34 C 0.0142 2.5758 -0.0132  0.3212
35 C 0.7204 3.1786 -1.0139  0.3136
36 F 2.0590 3.0094 -1.0032  -0.3202
37 C 0.1049 3.9748 -2.0087  -0.0624
38 C -1.2898 4.1313 -1.8097  0.2833
39 C -1.9856 3.5013 -0.8062  0.4159
40 F -3.3153 3.6481 -0.7622  -0.3021
41 C -1.3645 2.6659 0.1260  -0.2353
42 C -2.0659 1.8424 1.1004  -0.3252
43 C -1.5655 0.6375 1.3925  0.5402
44 N -1.0703 -0.4231 1.6213  -0.6610
45 C -3.3164 2.1838 1.7079  0.2790
46 N -4.3252 2.4390 2.1979  -0.2883
47 F -1.9941 4.8732 -2.6721  -0.2913
48 C 0.8173 4.5318 -3.0963  -0.4553
49 C 2.1654 4.1701 -3.3735  0.3028
50 N 3.2488 3.8787 -3.6456  -0.4012
51 C 0.2360 5.4209 -4.0432  0.2944
52 N -0.1777 6.1375 -4.8462  -0.3692



Entry 2:
The following is a quantum chemistry calculation of C21H14F9N5O4PbS3 as an isolated structure, from OMol25.

Its total charge is +2. The orbital gap is 6.0 eV. For the electronic energy, the calculation gives -3669.107976 a.u. For the HOMO energy, the calculation gives -13.6 eV. For the energy above the lowest of the compared OMol25 structures with the same formula, charge and spin, the calculation gives 29.66 kJ/mol.

Each line ends with the natural charge from an NBO analysis.
Cartesian coordinates (Å):
1 Pb -0.1502 0.2303 -0.4454  1.5465
2 C 3.5870 0.9369 -1.3788  -0.6678
3 C 2.8521 -0.0545 -2.2193  0.0956
4 N 1.6546 -0.5091 -1.9576  -0.5957
5 C 1.2315 -1.4537 -2.8792  0.1548
6 C 2.1200 -1.6731 -3.8786  -0.4253
7 S 3.5180 -0.7228 -3.6457  0.5567
8 C -0.0037 -2.2005 -2.6176  0.0799
9 C -0.4619 -3.2743 -3.3065  -0.4142
10 S -1.8181 -3.9441 -2.5196  0.5699
11 C -1.7232 -2.7631 -1.2943  0.0950
12 N -0.7465 -1.9095 -1.4829  -0.5886
13 C -2.6449 -2.7481 -0.1219  -0.6669
14 H 3.0923 1.0585 -0.4151  0.2406
15 H 3.6521 1.9043 -1.8789  0.2518
16 H 4.6052 0.5959 -1.1946  0.2642
17 H 2.0367 -2.3524 -4.7124  0.2671
18 H -0.0660 -3.7085 -4.2111  0.2678
19 H -3.4909 -3.4138 -0.2724  0.2543
20 H -3.0184 -1.7399 0.0679  0.2331
21 H -2.1038 -3.0743 0.7676  0.2676
22 F 0.5596 -2.4859 4.2472  -0.2902
23 C 0.0756 -1.5923 3.3980  0.9652
24 F -0.3953 -0.5518 4.0936  -0.3117
25 F -0.9777 -2.1391 2.7683  -0.3224
26 C 1.1286 -1.1039 2.3533  0.0243
27 O 0.5232 -0.2253 1.5090  -0.9570
28 C 1.6983 -2.3139 1.5528  0.9675
29 F 2.4875 -1.8727 0.5601  -0.3200
30 F 2.3886 -3.1623 2.2949  -0.2860
31 F 0.6962 -2.9852 0.9578  -0.3241
32 C 2.2894 -0.3510 3.0806  0.9653
33 F 3.2149 0.0291 2.1884  -0.3169
34 F 2.8828 -1.0852 4.0107  -0.2918
35 F 1.8221 0.7627 3.6535  -0.3099
36 O -3.3947 8.0111 -0.8747  -0.7720
37 S -4.4399 7.6449 -0.0154  2.4493
38 O -4.8751 8.8818 0.9851  -0.5561
39 O -5.5473 6.8564 -0.3618  -0.7764
40 C -4.3790 8.2710 2.0917  0.7108
41 N -4.4349 8.6513 3.3129  -0.3825
42 C -3.8592 7.7699 4.1508  0.1882
43 C -3.2734 6.5727 3.7442  -0.2781
44 C -3.2585 6.2151 2.4055  0.3013
45 N -3.8317 7.1432 1.6006  -0.5578
46 C -2.6905 4.9684 1.8603  -0.0097
47 C -2.1183 4.0338 2.7147  -0.1989
48 C -1.5954 2.8683 2.1797  0.0590
49 N -1.6209 2.5946 0.8763  -0.4143
50 C -2.1695 3.4879 0.0545  0.0500
51 C -2.7119 4.6826 0.4956  -0.2146
52 H -3.8846 8.0467 5.1977  0.2540
53 H -2.8287 5.9263 4.4818  0.2666
54 H -2.0642 4.1846 3.7830  0.2347
55 H -1.1361 2.1199 2.8173  0.2373
56 H -2.1768 3.2457 -1.0031  0.2144
57 H -3.1280 5.3616 -0.2368  0.2162



Entry 3:
The following is a quantum chemistry calculation of one molecule with the formula C21H14N4OS2, from OMol25.

Its total charge is 0. The orbital gap is 8.1 eV. As for the structure (SMILES): O=c1[nH]c(CSc2ncnc3sc(-c4ccccc4)cc23)nc2ccccc12. For the electronic energy, the calculation gives -1899.373806 a.u. For the HOMO energy, the calculation gives -8.5 eV.

Each line ends with the natural charge from an NBO analysis.
Cartesian coordinates (Å):
1 O 1.8172 1.5571 3.9177  -0.5998
2 C 1.7781 0.3619 3.7195  0.6581
3 N 0.6867 -0.2141 3.0819  -0.6200
4 C 0.5863 -1.5431 2.8122  0.4426
5 C -0.6523 -1.9850 2.1054  -0.5624
6 S -0.6332 -1.5273 0.3323  0.2962
7 C -1.2854 0.0968 0.3602  0.1306
8 N -1.4602 0.7111 1.5214  -0.5537
9 C -1.9785 1.9369 1.5162  0.2707
10 N -2.3519 2.6269 0.4660  -0.4498
11 C -2.1710 2.0251 -0.7007  0.0630
12 S -2.5754 2.7099 -2.2319  0.4322
13 C -2.0106 1.2644 -3.0655  -0.1602
14 C -2.0814 1.1933 -4.5120  -0.0158
15 C -2.7845 2.1585 -5.2355  -0.2021
16 C -2.8590 2.0932 -6.6126  -0.2049
17 C -2.2319 1.0641 -7.2958  -0.2022
18 C -1.5269 0.1023 -6.5901  -0.2049
19 C -1.4491 0.1625 -5.2127  -0.1937
20 C -1.5464 0.3220 -2.1956  -0.2324
21 C -1.6271 0.7295 -0.8456  -0.1795
22 N 1.4756 -2.4133 3.1229  -0.5085
23 C 2.6028 -1.9741 3.7737  0.2462
24 C 3.5826 -2.9068 4.1292  -0.2383
25 C 4.7216 -2.4938 4.7818  -0.1788
26 C 4.9146 -1.1492 5.0955  -0.2294
27 C 3.9615 -0.2169 4.7525  -0.1421
28 C 2.7994 -0.6164 4.0916  -0.2209
29 H -0.0743 0.3958 2.7653  0.4505
30 H -0.7156 -3.0711 2.1201  0.2660
31 H -1.5428 -1.5278 2.5354  0.2561
32 H -2.0998 2.4053 2.4827  0.1902
33 H -3.2771 2.9608 -4.7055  0.2120
34 H -3.4085 2.8477 -7.1555  0.2181
35 H -2.2897 1.0127 -8.3726  0.2170
36 H -1.0318 -0.6994 -7.1177  0.2173
37 H -0.8870 -0.5869 -4.6782  0.2098
38 H -1.1653 -0.6416 -2.4795  0.2324
39 H 3.4179 -3.9427 3.8786  0.2247
40 H 5.4755 -3.2178 5.0548  0.2150
41 H 5.8136 -0.8415 5.6081  0.2160
42 H 4.0835 0.8310 4.9819  0.2349



Entry 4:
The following is a quantum chemistry calculation of C21H15BF4IIrN3 as an isolated structure, from OMol25.

Its total charge is +2. The orbital gap (alpha / beta) is 6.3 / 3.7 eV. As for the spin multiplicity: 2. For the electronic energy, the calculation gives -1799.364703 a.u. For the HOMO energy (alpha / beta), the calculation gives -14.0 / -14.0 eV. For the energy above the lowest of the compared OMol25 structures with the same formula, charge and spin, the calculation gives 37.25 kJ/mol.

Each line ends with the Mulliken spin population.
Cartesian coordinates (Å):
1 Ir -0.0239 -0.9076 0.6824  -0.0026
2 I -0.6961 -1.3387 3.1040  0.0001
3 C -1.6883 -3.1365 2.7181  0.0005
4 C -2.2584 -3.9349 3.6667  -0.0001
5 C -2.8300 -5.1515 3.2460  0.0000
6 C -2.7992 -5.5161 1.9256  -0.0003
7 C -2.2070 -4.6806 0.9490  0.0002
8 C -2.1534 -5.0327 -0.4184  -0.0002
9 C -1.5620 -4.2063 -1.3431  0.0000
10 C -1.0220 -2.9811 -0.9344  0.0007
11 C -1.0414 -2.5791 0.3963  -0.0015
12 C -1.6393 -3.4501 1.3549  0.0002
13 H -2.2723 -3.6629 4.7135  0.0000
14 H -3.2838 -5.7989 3.9828  0.0000
15 H -3.2299 -6.4584 1.6131  0.0000
16 H -2.5861 -5.9749 -0.7310  0.0000
17 H -1.5172 -4.4934 -2.3838  0.0000
18 H -0.5609 -2.3358 -1.6780  0.0000
19 F 3.2956 1.2150 -1.6134  0.0026
20 B 3.5048 -0.1046 -1.4848  -0.0030
21 F 1.5462 -0.2945 -0.3268  0.0011
22 F 4.2454 -0.5328 -0.4941  0.0001
23 F 3.0842 -0.8933 -2.4457  0.0000
24 C -2.7643 2.2307 -0.2246  -0.0328
25 C -2.0836 1.1279 0.2541  0.1059
26 N -0.7799 0.8888 -0.0210  -0.0315
27 C -0.0985 1.7813 -0.7370  0.0625
28 C -0.7091 2.9497 -1.2267  0.0446
29 C -2.0838 3.1393 -1.0072  0.0550
30 C 0.0122 3.9014 -2.0111  0.2281
31 C 1.3540 4.2579 -1.9709  0.2349
32 C 2.3116 4.0096 -0.9437  -0.0210
33 C 3.6357 4.4112 -1.1679  0.1640
34 C 4.5718 4.0903 -0.1771  -0.0241
35 N 4.2165 3.4595 0.9194  0.1415
36 C 2.9130 3.1267 1.0486  -0.0215
37 N 1.9497 3.3874 0.2043  0.0619
38 H -3.8111 2.3534 0.0109  0.0010
39 H -2.5736 0.3763 0.8573  0.0056
40 H 0.9169 1.5218 -0.9787  0.0171
41 H -2.5876 4.0045 -1.4191  -0.0024
42 H -0.5869 4.4581 -2.7263  0.0030
43 H 1.7008 4.8778 -2.7895  0.0069
44 H 3.9279 4.9095 -2.0818  0.0011
45 H 5.6141 4.3689 -0.2787  0.0030
46 H 2.6494 2.6176 1.9680  -0.0006



Entry 5:
The following is a quantum chemistry calculation of C21H15BaBrN3O6 as an isolated structure in a non-equilibrium geometry, from OMol25.

Its total charge is +1. The orbital gap is 8.0 eV. For the electronic energy, the calculation gives -4024.293834 a.u. For the HOMO energy, the calculation gives -11.2 eV. For the energy above the lowest of the compared OMol25 structures with the same formula, charge and spin, the calculation gives 30.84 kJ/mol.

Each line ends with the Löwdin charge.
Cartesian coordinates (Å):
1 Ba 0.3455 -0.1945 0.1035  2.2516
2 O 2.5363 0.4210 -0.0699  -0.4100
3 C 3.2455 1.4610 -0.0591  -0.1796
4 C 2.7882 2.7929 -0.0180  -0.1207
5 C 3.7917 3.7936 -0.0163  0.0558
6 C 3.4417 5.1024 0.0120  -0.1388
7 C 2.0880 5.5010 0.0354  0.0319
8 C 1.1006 4.5649 0.0338  0.0126
9 C 1.3901 3.1674 0.0131  -0.3629
10 O 0.4519 2.3030 0.0236  -0.3088
11 N 4.4913 6.1300 0.0168  -0.3563
12 O 5.6475 5.7552 0.0004  0.0818
13 O 4.1337 7.2902 0.0440  0.0877
14 H 4.3312 1.3113 -0.0846  0.1405
15 H 4.8382 3.5180 -0.0374  0.1333
16 H 1.8597 6.5574 0.0546  0.1276
17 H 0.0579 4.8520 0.0515  0.1219
18 C -3.2279 0.4211 -0.1416  -0.0356
19 O -2.2832 -0.6626 -0.0774  -0.2981
20 C -2.7811 -1.9501 -0.0246  -0.2047
21 C -4.1296 -2.2371 0.0416  -0.0442
22 C -4.5427 -3.5652 0.0876  -0.6763
23 Br -6.3817 -3.9460 0.1685  0.8078
24 C -3.6232 -4.5879 0.0726  -0.0611
25 C -2.2598 -4.2993 0.0119  -0.0566
26 C -1.8286 -2.9745 -0.0353  -0.1997
27 O -0.5001 -2.6586 -0.0951  -0.2015
28 C -1.2393 -5.3460 0.0053  -0.2268
29 N 0.0419 -5.0637 -0.0652  0.1492
30 C 0.7095 -6.2815 -0.0377  -0.1883
31 C 2.0719 -6.5722 -0.0802  -0.0056
32 C 2.4374 -7.9009 -0.0306  -0.0738
33 C 1.4803 -8.9257 0.0579  -0.0712
34 C 0.1284 -8.6523 0.0992  -0.0060
35 C -0.2305 -7.3098 0.0496  -0.1721
36 N -1.4667 -6.6807 0.0736  0.1914
37 H -3.8582 0.3145 -1.0231  0.1114
38 H -2.6399 1.3329 -0.2208  0.0923
39 H -3.8306 0.4511 0.7649  0.1097
40 H -4.8700 -1.4518 0.0525  0.1075
41 H -3.9737 -5.6101 0.1060  0.1082
42 H 0.0034 -3.5709 -0.1025  0.0638
43 H 2.8141 -5.7882 -0.1493  0.1141
44 H 3.4856 -8.1661 -0.0606  0.1084
45 H 1.8125 -9.9547 0.0944  0.1102
46 H -0.6062 -9.4439 0.1672  0.1164
47 H -2.3625 -7.1310 0.1330  0.1634